# C4H4N2O2

A 2-piece molecular cluster, C4H4N2O2 overall at a distorted geometry (the ωB97M-V functional and the def2-TZVPD basis, the Open Molecules 2025 dataset).

* lowest unoccupied orbital energy (alpha / beta): 0.152 / -2.833 eV
* charge: 0
* Kohn-Sham gap (alpha / beta): 6.77 / 7.77 eV
* HOMO level (alpha / beta): -6.62 / -10.60 eV
* spin multiplicity: 3

Last column: natural (NBO) charge in e.
Atoms and positions in Å:
O: 0.99 -1.22 0.92  -0.5365
O: -0.63 1.29 1.41  -0.4599
N: 0.98 -0.89 -0.40  -0.0108
N: 1.70 0.75 -3.21  -0.2714
C: -1.55 0.57 0.97  0.3298
C: -2.36 -0.36 0.55  -0.2214
C: 1.55 0.56 -2.07  0.2280
C: 1.51 0.22 -0.67  -0.0988
H: -2.99 -0.69 1.28  0.1746
H: -2.42 -0.77 -0.45  0.1793
H: 1.93 1.00 0.06  0.2224
H: 1.28 -0.47 1.60  0.4648



# C4H4N2O3

A 2-piece molecular cluster, C4H4N2O3 overall at a distorted geometry (the ωB97M-V functional and the def2-TZVPD basis, the Open Molecules 2025 dataset).

* lowest unoccupied orbital energy (alpha / beta): -1.050 / -1.049 eV
* charge: 0
* Kohn-Sham gap (alpha / beta): 7.74 / 7.75 eV
* HOMO level (alpha / beta): -8.79 / -8.79 eV

Last column: natural (NBO) charge in e.
Atoms and positions in Å:
O: 0.33 1.69 -0.72  -0.4974
O: 2.14 -2.19 -0.11  -0.4419
O: 2.82 0.18 1.19  -0.4713
N: -0.94 -0.22 -0.62  -0.4317
N: 1.36 1.01 -0.42  -0.1226
C: -1.83 0.15 0.50  -0.4248
C: 1.97 0.63 0.55  0.7418
C: 1.18 -1.55 -0.33  0.6030
C: 0.17 -0.79 -0.38  -0.0565
H: -1.15 -0.07 1.35  0.2366
H: -1.91 1.23 0.30  0.2253
H: -1.30 0.13 -1.54  0.4227
H: -2.83 -0.19 0.25  0.2167



# C4H4N2O3S

An isolated ion of composition C4H4N2O3S and charge -2 at a distorted geometry (the ωB97M-V functional and the def2-TZVPD basis, the Open Molecules 2025 dataset).

* lowest unoccupied orbital energy (alpha / beta): 5.992 / 5.992 eV
* charge: -2
* Kohn-Sham gap (alpha / beta): 5.69 / 5.76 eV
* HOMO level (alpha / beta): 0.30 / 0.24 eV
* SMILES string: C=S(=N)=C/C(=N/[O-])C(=O)[O-]

Last column: natural (NBO) charge in e.
Atoms and positions in Å:
S: -0.45 0.43 0.17  0.9844
O: 4.20 1.13 -1.12  -0.7420
O: 4.25 0.66 1.09  -0.7329
O: 3.10 -2.42 -0.21  -0.4649
N: -1.29 0.79 -1.18  -1.2366
N: 2.39 -1.44 0.26  0.0522
C: -0.52 -1.25 0.46  -1.0559
C: 3.77 0.67 -0.04  0.8053
C: 2.35 -0.18 0.00  -0.0449
C: 1.37 0.70 -0.13  -0.4406
H: -0.18 -1.88 -0.39  0.1882
H: 0.11 -1.51 1.27  0.2001
H: -1.12 1.77 -1.36  0.3088
H: 1.39 1.72 0.05  0.1789



Electronic energy across the listed records, respectively: -11280.1891, -13328.5158, -24163.3219 eV.